{
  "formula": "C4H8O2",
  "method": "ωB97M-V/def2-TZVPD",
  "symbols": ["C", "C", "O", "C", "C", "O", "H", "H", "H", "H", "H", "H", "H", "H"],
  "xyz": [[-1.959, -0.373, 0.300], [-0.560, 0.038, 0.075], [-0.296, 0.901, -0.850], [0.891, 1.493, -1.016], [1.374, -0.918, 0.428], [0.352, -0.140, 1.069], [-2.028, -1.439, 0.539], [-2.568, -0.158, -0.580], [-2.366, 0.183, 1.154], [0.697, -1.552, -0.241], [0.913, 2.187, -1.839], [1.471, 1.675, -0.119], [2.185, -0.316, -0.034], [1.893, -1.580, 1.115]],
  "atomic_forces_ev_per_a": [[-0.165, 0.080, 0.095], [-0.711, 0.435, 0.970], [0.044, -0.015, -0.637], [0.311, 0.625, 0.070], [-0.076, -1.301, -0.502], [0.138, 0.189, -0.298], [0.033, 0.137, -0.042], [0.095, -0.029, 0.102], [-0.138, -0.072, -0.006], [2.019, 0.389, 0.061], [-0.192, -0.003, 0.005], [-0.028, -0.094, -0.129], [-0.962, -0.357, -0.196], [-0.368, 0.015, 0.507]],
  "nbo_charge": [-0.68, 0.55, -0.38, -0.27, -0.28, -0.53, 0.22, 0.23, 0.22, 0.18, 0.17, 0.16, 0.20, 0.19],
  "total_energy_ev": -8368.311,
  "e_homo_ha": [-0.246, -0.266],
  "de_lowest_kcal_mol": 114.6,
  "charge": 0,
  "orbital_gap_ev": [7.540, 8.137]
}

---

{
  "formula": "C5H12NO2",
  "method": "ωB97M-V/def2-TZVPD",
  "symbols": ["C", "N", "C", "C", "C", "O", "C", "O", "H", "H", "H", "H", "H", "H", "H", "H", "H", "H", "H", "H"],
  "xyz": [[2.115, -1.749, 0.813], [0.784, -1.419, 1.342], [-0.041, -0.348, 0.702], [0.806, 0.695, -0.045], [-0.102, 1.966, -0.275], [-0.906, 2.030, -1.371], [-0.976, -0.995, -0.324], [-1.882, -0.096, -0.911], [2.810, -1.496, 1.642], [2.304, -2.813, 0.719], [2.467, -1.129, -0.002], [0.208, -2.249, 1.250], [-0.514, 0.152, 1.546], [1.571, 1.113, 0.620], [1.066, 0.307, -1.042], [-0.783, 2.003, 0.623], [0.547, 2.859, -0.217], [-0.455, -1.593, -1.083], [-1.664, -1.641, 0.255], [-1.494, 0.874, -1.118]],
  "atomic_forces_ev_per_a": [[0.673, 0.910, 2.061], [-0.434, -0.698, -0.506], [1.977, -0.489, -1.038], [-1.740, 0.956, 0.409], [-0.606, 0.688, 0.497], [0.528, -0.158, -0.385], [-2.374, 1.045, 0.862], [-0.303, -1.159, 0.229], [0.112, 0.046, -0.358], [-0.380, -0.222, -0.687], [-0.260, -0.326, -0.556], [0.116, -0.054, 0.216], [-0.625, -0.008, -0.341], [0.576, -0.627, -0.429], [0.642, 0.266, 0.444], [0.681, 0.169, 0.126], [0.191, -0.018, 0.056], [0.493, -0.020, 0.176], [0.525, -0.633, -0.075], [0.210, 0.330, -0.702]],
  "nbo_charge": [-0.43, -0.65, -0.07, -0.48, -0.02, -0.89, -0.07, -0.82, 0.16, 0.18, 0.20, 0.34, 0.19, 0.19, 0.21, 0.10, 0.11, 0.13, 0.14, 0.48],
  "total_energy_ev": -10963.658,
  "e_homo_ha": -0.125,
  "de_lowest_kcal_mol": 76.8,
  "smiles": "CN[C@H](CO)CC[O-]",
  "charge": -1,
  "orbital_gap_ev": 7.203
}

---

{
  "formula": "C3H7N2O",
  "method": "ωB97M-V/def2-TZVPD",
  "symbols": ["C", "C", "N", "C", "N", "H", "H", "H", "H", "H", "H", "H", "O"],
  "xyz": [[-0.913, 0.793, -0.641], [-1.382, -0.402, 0.036], [-0.538, -1.373, -0.285], [0.609, -0.787, -0.837], [0.315, 0.513, -1.094], [-1.332, 1.776, -1.013], [-2.318, -0.581, 0.565], [-0.554, -2.310, -0.032], [1.475, -1.290, -1.219], [1.047, 1.220, -1.417], [1.110, 0.186, 2.350], [1.247, 1.576, 1.995], [1.234, 0.679, 1.593]],
  "atomic_forces_ev_per_a": [[-2.017, -0.229, 1.097], [-1.595, 3.523, -1.974], [4.457, 2.971, -1.093], [-2.020, 0.053, -0.485], [2.304, -1.469, -0.163], [0.088, -1.417, 1.448], [0.349, 0.141, -0.379], [-0.203, -1.868, 0.690], [0.142, -0.213, 0.262], [-1.595, -1.486, 0.396], [-0.344, -2.233, 2.584], [0.094, -0.558, -0.740], [0.339, 2.786, -1.644]],
  "nbo_charge": [-0.04, -0.02, -0.44, 0.23, -0.45, 0.27, 0.27, 0.45, 0.25, 0.48, 0.47, 0.49, -0.95],
  "total_energy_ev": -8245.044,
  "e_homo_ha": -0.512,
  "de_lowest_kcal_mol": 25.3,
  "charge": 1,
  "orbital_gap_ev": 10.491
}

---

{
  "formula": "C30H34AsN11O10S4W",
  "method": "ωB97M-V/def2-TZVPD",
  "symbols": ["W", "C", "N", "C", "C", "N", "N", "C", "N", "N", "H", "H", "H", "H", "H", "H", "H", "H", "H", "H", "H", "O", "C", "C", "C", "C", "C", "C", "C", "O", "N", "N", "C", "S", "C", "C", "S", "H", "H", "H", "H", "H", "H", "H", "H", "H", "N", "C", "C", "C", "C", "C", "C", "S", "O", "O", "N", "C", "N", "C", "C", "C", "N", "H", "H", "H", "H", "H", "H", "H", "H", "H", "O", "As", "O", "O", "C", "C", "C", "C", "C", "C", "S", "O", "O", "O", "H", "H", "H", "H", "H"],
  "xyz": [[0.258, -0.199, 1.020], [-1.352, -2.756, 5.229], [-0.114, -3.133, 4.572], [0.781, -3.898, 5.426], [0.346, -2.370, 3.532], [-0.187, -1.270, 3.122], [1.462, -2.856, 2.894], [2.284, -2.008, 2.139], [3.436, -2.600, 1.710], [1.963, -0.809, 1.906], [-1.768, -3.637, 5.716], [-2.076, -2.406, 4.498], [-1.194, -1.985, 5.992], [0.325, -4.858, 5.668], [0.973, -3.362, 6.361], [1.739, -4.080, 4.951], [-0.943, -0.916, 3.691], [1.639, -3.845, 2.910], [3.862, -3.343, 2.238], [4.055, -2.012, 1.172], [3.189, -0.003, 0.867], [3.294, -1.293, -2.312], [2.369, -1.971, -3.020], [2.712, -2.246, -4.348], [1.855, -2.952, -5.163], [0.629, -3.406, -4.679], [0.284, -3.135, -3.374], [1.138, -2.420, -2.525], [0.683, -2.117, -1.156], [1.312, -1.210, -0.459], [-0.365, -2.717, -0.701], [-0.802, -2.146, 0.510], [-2.042, -2.493, 0.687], [-2.794, -3.558, -0.479], [-4.463, -3.348, 0.179], [-4.350, -3.229, 1.681], [-3.072, -1.992, 2.001], [2.995, -1.068, -1.413], [3.666, -1.883, -4.706], [2.138, -3.149, -6.189], [-0.052, -3.948, -5.321], [-0.671, -3.451, -2.980], [-5.051, -4.216, -0.117], [-4.892, -2.444, -0.254], [-4.081, -4.182, 2.138], [-5.266, -2.851, 2.135], [0.801, 3.520, -6.001], [1.187, 3.151, -4.715], [0.757, 1.940, -4.167], [1.180, 1.553, -2.912], [2.020, 2.379, -2.175], [2.490, 3.563, -2.720], [2.056, 3.955, -3.978], [2.781, 1.668, -0.641], [3.711, 0.366, 0.091], [3.506, 2.805, -0.099], [1.291, 1.460, 0.183], [1.137, 2.304, 1.261], [0.781, 1.529, 2.302], [0.715, 2.019, 3.529], [1.004, 3.356, 3.720], [1.221, 4.111, 2.570], [1.278, 3.615, 1.336], [-0.033, 3.081, -6.354], [0.847, 4.503, -6.210], [0.096, 1.293, -4.734], [0.845, 0.607, -2.504], [3.168, 4.183, -2.150], [2.405, 4.890, -4.401], [0.438, 1.345, 4.329], [1.002, 3.798, 4.703], [1.348, 5.185, 2.651], [-2.010, 2.787, 2.662], [-2.658, 1.628, 1.482], [-4.180, 1.336, 1.942], [-1.523, 0.311, 1.742], [-2.282, 2.645, -0.107], [-2.193, 4.021, 0.042], [-2.039, 4.827, -1.085], [-1.988, 4.267, -2.345], [-2.069, 2.885, -2.499], [-2.213, 2.095, -1.381], [-2.081, 0.337, -1.490], [-3.152, -0.170, -0.660], [-1.981, -0.058, -2.861], [-0.759, 0.179, -0.803], [-2.714, 2.828, 3.324], [-2.231, 4.460, 1.027], [-1.952, 5.898, -0.964], [-1.863, 4.898, -3.216], [-1.997, 2.418, -3.471]],
  "atomic_forces_ev_per_a": [[0.117, -1.783, 2.065], [-0.029, 0.018, 0.017], [-0.100, 0.093, -0.105], [0.052, -0.030, 0.040], [0.200, -0.133, 0.182], [0.012, 0.279, -0.624], [-0.164, -0.128, -0.103], [-0.096, 0.392, 0.144], [0.101, -0.083, 0.088], [0.780, 0.319, -0.845], [0.020, 0.004, 0.009], [-0.009, -0.017, -0.012], [0.010, 0.006, -0.013], [0.003, 0.002, -0.002], [-0.021, 0.006, 0.004], [-0.007, 0.008, -0.007], [-0.081, 0.030, -0.091], [-0.037, -0.005, -0.010], [0.036, 0.017, 0.012], [-0.039, -0.020, 0.019], [-0.005, 0.162, -0.353], [0.053, -0.042, 0.018], [0.108, -0.008, -0.018], [-0.024, 0.013, 0.050], [-0.014, -0.026, -0.041], [0.032, 0.032, 0.048], [-0.019, 0.012, -0.025], [0.174, -0.035, 0.152], [-0.381, -0.262, -0.155], [-0.188, 0.528, -0.156], [0.386, 0.052, 0.110], [-0.381, 0.297, -0.534], [-0.174, -0.116, 0.283], [0.088, -0.008, -0.031], [-0.057, 0.015, 0.041], [-0.011, -0.056, -0.014], [0.138, 0.064, 0.023], [-0.068, 0.048, -0.062], [0.010, 0.007, -0.007], [0.009, 0.008, -0.002], [-0.002, -0.009, -0.012], [-0.021, 0.008, 0.012], [0.008, 0.001, -0.007], [0.005, 0.000, 0.009], [-0.009, 0.009, -0.001], [-0.007, 0.007, -0.004], [0.008, 0.013, -0.084], [-0.012, -0.014, 0.045], [-0.011, 0.005, -0.038], [0.052, -0.017, 0.019], [0.116, -0.068, -0.245], [-0.080, 0.036, 0.035], [0.004, 0.022, 0.020], [-0.429, 0.281, -0.501], [-0.189, -0.440, 0.646], [0.010, -0.049, -0.060], [0.477, 0.433, 0.446], [0.181, -0.252, 0.285], [-0.453, -0.236, 0.052], [-0.078, 0.175, -0.277], [0.004, -0.114, -0.121], [0.004, 0.022, 0.051], [0.106, 0.083, -0.005], [-0.007, -0.003, 0.022], [-0.006, 0.001, 0.010], [-0.018, -0.015, 0.011], [0.015, 0.000, -0.012], [0.030, -0.004, 0.017], [0.008, 0.011, 0.000], [-0.034, -0.032, -0.034], [-0.007, 0.052, -0.003], [0.013, 0.022, -0.032], [-0.189, -0.111, 0.138], [0.596, -0.392, 0.217], [-0.052, -0.163, 0.002], [-0.524, 0.808, -0.474], [-0.122, 0.177, -0.025], [0.016, 0.063, -0.138], [0.004, 0.000, 0.169], [0.005, -0.162, -0.112], [-0.006, 0.210, -0.008], [0.107, -0.138, -0.123], [-0.096, 0.467, 0.352], [0.015, -0.131, -0.230], [-0.206, -0.102, -0.088], [0.265, -0.254, -0.071], [0.086, 0.131, 0.052], [-0.005, 0.018, 0.003], [-0.008, 0.010, 0.014], [0.000, -0.001, -0.009], [0.011, -0.019, -0.009]],
  "mulliken_charge": [2.02, -0.87, 0.05, -1.14, 0.24, 0.10, -0.13, 0.04, -0.44, -0.57, 0.31, 0.16, 0.32, 0.33, 0.35, 0.37, 0.13, 0.34, 0.24, 0.25, 0.58, -0.83, 0.85, -0.66, -0.42, -0.88, -0.88, -0.14, 0.85, 0.27, -1.00, 0.48, 0.20, -0.02, -0.54, -0.77, 0.06, 0.04, 0.48, 0.40, 0.44, 0.47, 0.48, 0.23, 0.29, 0.47, -0.57, 0.99, -1.27, 0.14, -0.11, -0.47, -0.83, 0.87, -0.78, -0.78, 0.12, 0.69, -0.13, -0.06, -0.96, -0.60, -0.54, 0.22, 0.20, 0.51, 0.25, 0.53, 0.31, 0.46, 0.43, 0.45, -0.57, 1.05, -0.82, -0.85, -0.52, -0.50, -0.78, -0.60, -0.38, 0.33, 1.79, -0.60, -0.79, -0.60, 0.26, 0.58, 0.40, 0.43, 0.56],
  "total_energy_ev": -174533.201,
  "e_homo_ha": [-0.234, -0.279],
  "de_lowest_kcal_mol": 49.9,
  "s2": 2.01,
  "multiplicity": 3,
  "charge": 0,
  "orbital_gap_ev": [6.304, 7.205]
}

---

{
  "formula": "C10H13O",
  "method": "ωB97M-V/def2-TZVPD",
  "symbols": ["C", "C", "C", "C", "C", "C", "C", "C", "C", "C", "O", "H", "H", "H", "H", "H", "H", "H", "H", "H", "H", "H", "H", "H"],
  "xyz": [[3.486, 0.737, 0.010], [3.296, -0.656, 0.128], [2.390, 1.617, 0.043], [2.020, -1.143, 0.312], [1.107, 1.137, 0.127], [0.956, -0.205, 0.280], [-0.418, -0.699, 0.269], [-0.814, -1.915, -0.395], [-3.037, 1.166, -0.558], [-2.769, 0.223, 0.624], [-1.337, 0.171, 0.798], [4.412, 1.132, 0.016], [4.129, -1.307, 0.197], [2.650, 2.692, -0.247], [1.911, -2.214, 0.348], [0.227, 1.752, 0.045], [-1.410, -1.656, -1.323], [0.047, -2.484, -0.621], [-1.429, -2.531, 0.310], [-2.438, 2.043, -0.276], [-2.672, 0.885, -1.516], [-4.124, 1.461, -0.660], [-3.028, -0.753, 0.510], [-3.155, 0.548, 1.578]],
  "atomic_forces_ev_per_a": [[-3.707, -1.495, 0.861], [-0.610, 1.303, 0.644], [1.793, 1.580, -1.613], [0.384, 0.863, -1.000], [0.579, 1.316, 0.156], [-1.747, -2.878, 0.469], [-2.019, 3.581, 1.272], [-1.947, -0.626, 0.320], [-0.884, 1.152, 1.675], [0.612, 1.109, -1.030], [4.024, -1.458, -0.849], [3.065, 1.160, -0.391], [0.701, -0.524, -0.176], [-0.785, -1.483, 0.893], [-0.442, -0.082, 0.316], [0.078, 0.264, 0.062], [0.584, -0.395, 0.979], [0.726, -0.542, -0.632], [0.081, 0.465, -0.720], [-0.528, 0.247, -0.273], [0.274, -0.886, -0.686], [1.248, -0.391, 0.304], [-1.445, -2.764, -0.665], [-0.037, 0.484, 0.084]],
  "nbo_charge": [-0.10, -0.20, -0.20, -0.14, -0.12, -0.20, 0.71, -0.75, -0.64, -0.05, -0.44, 0.22, 0.24, 0.25, 0.23, 0.24, 0.30, 0.26, 0.28, 0.22, 0.22, 0.26, 0.18, 0.23],
  "total_energy_ev": -12620.138,
  "e_homo_ha": -0.503,
  "de_lowest_kcal_mol": 0.0,
  "charge": 1,
  "orbital_gap_ev": 8.432
}

---

Question: Look up the charge of the third one.
Answer: +1